Record 1
DFT (ωB97M-V/def2-TZVPD) results for a molecular structure, C31H47CoNO3P2S in a non-equilibrium geometry.

```
86
Properties=species:S:1:pos:R:3:forces:R:3
Co -0.76550 0.12065 -4.77297 -0.79 -1.15 6.42
C -0.64122 -1.89327 0.58410 -0.17 0.34 0.23
C 0.68736 -2.04420 0.09368 0.15 -0.05 0.15
C 0.74227 -0.63441 1.92004 0.18 -0.12 -0.24
C -0.59839 -1.02926 1.71857 0.06 -0.52 -0.28
C 1.53393 -1.22030 0.88958 -0.16 0.25 0.18
C -1.88373 -2.47783 0.04949 -0.33 -0.27 -0.34
H -1.71729 -2.93881 -0.92914 -0.10 0.10 0.19
H -2.66224 -1.70321 -0.04836 0.27 -0.19 0.01
H -2.29173 -3.24736 0.72290 0.15 0.15 -0.06
C -1.73554 -0.68159 2.58811 -0.40 0.38 0.08
H -2.66471 -0.62160 2.00763 0.19 -0.16 0.23
H -1.56662 0.29944 3.05218 -0.05 -0.25 0.03
H -1.87131 -1.42398 3.39428 0.08 0.20 -0.25
C 1.21789 0.19545 3.03936 0.33 0.29 0.18
H 1.11637 -0.34316 3.99185 -0.02 0.07 -0.15
H 0.63694 1.12256 3.11540 0.08 -0.20 -0.01
H 2.27133 0.45817 2.91320 -0.15 0.00 0.09
C 2.98455 -1.01860 0.70391 0.48 -0.01 -0.08
H 3.56711 -1.67790 1.36771 -0.15 0.12 -0.11
H 3.27696 0.01496 0.93702 -0.09 -0.30 -0.05
H 3.28735 -1.24077 -0.32623 -0.06 0.04 0.28
C 1.16210 -2.93599 -0.99026 -0.10 -0.09 -0.42
H 1.62137 -3.86209 -0.59689 -0.15 0.38 0.03
H 1.93117 -2.42758 -1.59517 -0.28 -0.18 0.17
H 0.33536 -3.22873 -1.65033 0.28 0.10 0.15
C -1.77042 1.09253 -5.96824 -1.71 -0.02 -2.76
C -2.03962 -0.32268 -6.04105 -1.92 1.38 -1.01
C -1.27188 -1.31465 -6.87097 0.10 -0.36 -0.16
C 0.26821 -1.06166 -6.89233 0.01 -0.60 -0.32
C 0.77192 -0.43300 -5.60908 2.69 0.85 -0.78
C 0.82687 0.98272 -5.33142 2.20 -0.61 -2.19
C 0.52212 2.03268 -6.37069 -0.31 0.60 -0.44
C -0.90274 1.86302 -6.94143 0.20 0.49 -0.40
H -1.65648 -1.33102 -7.89706 0.05 -0.02 0.07
H 0.56033 -0.50505 -7.79326 -0.08 0.15 0.38
H -1.44998 -2.31547 -6.44015 -0.01 0.38 -0.21
H -0.86514 1.39583 -7.93534 -0.11 0.01 0.25
H -2.56553 1.69525 -5.51799 0.12 -0.28 0.09
H -3.00612 -0.67002 -5.66179 0.33 0.06 -0.08
H -1.36101 2.85604 -7.07873 0.21 -0.32 -0.17
H 0.56831 3.00857 -5.86767 0.08 -0.11 -0.09
H 1.61202 1.31000 -4.64016 -0.58 -0.48 0.06
H 1.26032 2.07195 -7.18763 -0.03 -0.05 0.25
H 0.75392 -2.04696 -6.98385 -0.14 0.37 -0.06
H 1.41162 -1.10079 -5.01566 -0.27 0.38 -0.01
P -1.63199 1.09103 -1.65584 0.32 -0.77 -0.25
P 1.63293 1.43463 -1.32737 -0.55 -0.63 -0.62
C -0.77504 2.32967 -2.73325 0.05 0.08 -0.24
C 0.71433 2.63881 -2.43414 -0.06 0.16 -0.19
H -1.36221 3.26442 -2.71039 0.15 -0.33 -0.25
H -0.87092 1.91581 -3.78259 -0.01 0.55 0.86
H 1.26473 2.69699 -3.39292 -0.30 0.21 0.57
H 0.76525 3.62336 -1.94415 0.05 -0.41 -0.31
C 2.57422 2.58050 -0.28302 0.40 0.10 0.21
H 2.52519 2.22299 0.75088 0.14 0.26 -0.13
H 2.13612 3.57967 -0.33518 0.21 -0.08 0.15
H 3.60989 2.59117 -0.63515 -0.05 0.26 0.24
C 2.95867 0.89564 -2.49949 0.02 -0.02 0.03
H 3.32887 1.77793 -3.04247 0.13 -0.34 0.05
H 2.57713 0.14955 -3.21669 0.19 0.27 0.31
H 3.77823 0.44411 -1.91910 -0.19 0.15 -0.27
C -3.21378 0.96306 -2.58088 -0.34 0.40 -0.23
H -4.00642 0.63572 -1.89049 0.29 0.16 -0.44
H -3.10922 0.22023 -3.38905 -0.01 0.34 0.43
H -3.45517 1.94232 -3.02567 -0.15 -0.32 0.18
C -1.02178 -1.29888 -3.44505 -0.24 -1.56 0.60
H 0.03260 -1.35101 -3.11891 -0.22 -0.28 0.27
H -1.31919 -2.30810 -3.83234 0.29 0.65 0.29
H -1.63256 -1.07504 -2.53751 0.48 -0.49 -0.90
O -3.73939 0.48148 0.31514 0.82 2.35 0.25
C -3.21354 1.59916 0.46161 -0.03 -1.63 -0.84
N -2.21296 2.13109 -0.35527 1.03 -0.06 -0.13
S -1.08985 3.15133 0.51991 -1.25 -0.78 -0.77
O -0.05853 2.35620 1.15709 -0.71 0.59 -0.54
O -0.72325 4.26955 -0.31103 -0.20 -0.72 0.79
C -2.38639 3.46885 1.63447 -0.53 0.83 1.36
C -2.38272 4.44039 2.62346 -0.18 0.04 0.08
C -3.51440 4.55745 3.44622 -0.17 -0.38 -0.25
C -4.60104 3.67210 3.28434 0.25 0.31 0.22
C -4.56593 2.65876 2.33028 0.44 0.02 -0.36
C -3.45351 2.58758 1.49628 -0.31 0.31 1.17
H -1.51512 5.08585 2.73285 -0.24 0.03 0.09
H -3.55577 5.33471 4.21610 0.03 -0.35 -0.34
H -5.47882 3.77216 3.92250 0.27 0.02 -0.13
H -5.35932 1.92801 2.17125 0.09 0.31 0.23
```
Forces are in eV/Å.

Output
HOMO energy (spin up / spin down) (eV): -9.95 / -9.77
Energy relative to the best compared isomer or geometry (same formula, charge and spin) (kJ/mol): 301.1
Spin multiplicity: 5
Kohn-Sham gap (spin up / spin down) (eV): 7.10 / 4.85
Total energy (eV): -107569.809
Total charge: +1

Löwdin population analysis, charges in e, atoms 1 to 8: Co 0.460; C -0.119; C -0.120; C -0.141; C -0.132; C -0.151; C -0.004; H 0.078

---

Record 2
DFT (ωB97M-V/def2-TZVPD) results for a molecular structure, C19H10AgCl2INO.

```
35
Properties=species:S:1:pos:R:3:forces:R:3
Ag -0.08783 -0.75893 -0.62082 0.05 0.26 0.12
Cl -1.64848 -5.41695 0.89765 0.00 0.01 0.04
C -1.49715 -4.08263 2.00944 -0.01 -0.03 0.03
C -1.81306 -4.30033 3.35109 0.00 -0.05 -0.06
C -1.71416 -3.29406 4.26893 0.00 0.04 0.05
Cl -2.12242 -3.61592 5.94494 0.02 0.03 -0.06
C -1.28746 -2.00708 3.87272 0.01 0.03 -0.01
C -1.15616 -0.90915 4.75181 0.00 0.00 0.01
C -0.73540 0.29728 4.27185 0.01 0.04 -0.01
C -0.44037 0.41747 2.90041 -0.02 -0.04 0.04
N -0.55090 -0.57785 2.05911 -0.03 -0.06 0.06
C -0.96587 -1.78530 2.50731 0.02 0.02 -0.08
C -1.06257 -2.84604 1.50035 0.01 -0.01 -0.05
O -0.78026 -2.66715 0.27898 0.05 0.16 -0.01
H -2.14073 -5.28321 3.66293 0.00 0.00 -0.02
H -1.39243 -1.04078 5.79962 0.00 0.00 -0.01
H -0.62684 1.15381 4.92556 0.00 -0.02 -0.01
H -0.10403 1.36766 2.49639 -0.01 -0.03 -0.01
I 0.24519 -1.61806 -3.59413 -0.01 -0.08 -0.07
C 0.85139 0.36843 -3.93160 -0.07 -0.16 0.14
C 1.17218 0.63524 -5.23176 0.06 0.20 -0.04
C 1.59595 1.92878 -5.60362 -0.01 -0.05 0.00
C 1.68108 2.90280 -4.65707 -0.01 0.01 0.08
C 1.35082 2.63949 -3.30231 -0.01 -0.03 0.03
C 1.45288 3.68126 -2.34760 0.00 -0.05 -0.06
C 1.13832 3.43905 -1.04490 -0.01 -0.03 0.01
C 0.71176 2.15177 -0.64957 0.01 0.10 0.10
C 0.58422 1.08243 -1.51020 -0.09 -0.36 -0.06
C 0.91637 1.34007 -2.88288 0.05 0.11 -0.11
H 1.10248 -0.14280 -5.97892 0.00 0.00 0.00
H 1.84858 2.13224 -6.63701 0.00 0.00 0.00
H 2.00451 3.90476 -4.91985 0.00 -0.01 0.00
H 1.78296 4.66054 -2.67770 0.00 -0.01 0.00
H 1.21460 4.23325 -0.30916 0.00 -0.01 0.00
H 0.47284 2.00987 0.39998 0.01 0.02 -0.03
```
Forces are in eV/Å.

Output
HOMO energy (eV): -4.39
Kohn-Sham gap (eV): 7.06
Total energy (eV): -60549.801
Total charge: -1

natural (NBO) population analysis, charges in e, atoms 1 to 8: Ag 0.674; Cl -0.032; C -0.192; C -0.204; C -0.100; Cl -0.057; C -0.105; C -0.152